(1)
The following is a DFT calculation (wB97M-V/def2-TZVPD) of 7 unconnected molecules or ions with the total composition C21H56O7 in a non-equilibrium geometry.

The calculation puts the energy at -37014.6191 eV. The energy above the lowest of the compared OMol25 structures with the same formula, charge and spin is 86.0 kcal/mol. The value obtained for the frontier orbital gap is 10.5 eV. The LUMO energy comes out at 0.0179 Ha. As for the HOMO energy: -10.00 eV. As for the structure (SMILES): CC(C)O.CC(C)O.CC(C)O.CC(C)O.CC(C)O.CC(C)O.CC(C)O.

The geometry in XYZ format:
```
84
Properties=species:S:1:pos:R:3:forces:R:3:mulliken_charge:R:1
C 0.113 5.202 -1.563 0.2 0.4 0.2 -1.259
C 0.316 4.857 -3.023 -0.9 0.0 -0.2 0.620
C -0.473 5.824 -3.955 -1.0 -0.6 0.5 -1.251
O 1.652 4.833 -3.364 1.8 0.0 -0.2 -0.562
H -0.968 5.248 -1.432 0.1 0.4 0.4 0.276
H 0.654 6.104 -1.278 -0.5 0.6 -0.3 0.390
H 0.515 4.514 -0.820 0.0 -0.7 -0.5 0.296
H -0.004 3.818 -3.096 -0.8 -0.1 -0.4 0.130
H -0.322 6.873 -3.698 0.1 -0.1 0.2 0.291
H -1.525 5.559 -3.841 -0.3 0.4 0.5 0.346
H -0.420 5.755 -5.042 1.0 -0.5 0.0 0.380
H 1.691 4.237 -4.116 0.5 0.1 -0.1 0.342
C -3.934 0.945 1.268 -0.3 0.3 1.0 -0.727
C -4.199 2.354 1.916 -0.4 -0.3 -2.1 0.227
C -4.262 3.464 0.790 0.7 -2.5 1.4 -1.040
O -5.447 2.356 2.581 -0.2 -0.8 0.4 -0.541
H -2.856 0.819 1.169 0.0 0.0 -0.2 0.031
H -4.444 0.694 0.338 0.0 0.7 -0.3 0.265
H -4.280 0.132 1.907 0.1 0.2 0.5 0.363
H -3.363 2.526 2.594 0.0 0.2 0.2 0.250
H -3.325 3.314 0.254 0.2 1.0 -0.1 0.165
H -4.431 4.387 1.345 0.1 0.4 -0.9 0.430
H -5.038 3.101 0.116 -0.3 0.7 0.1 0.287
H -5.691 3.239 2.870 0.2 0.1 -0.1 0.320
C -4.939 -1.394 -3.182 1.2 -0.3 -0.3 -1.225
C -4.758 -2.755 -2.506 1.3 0.2 0.7 0.413
C -3.558 -2.815 -1.506 -0.6 0.9 -0.5 -1.041
O -5.918 -3.100 -1.774 -0.1 -0.2 0.1 -0.538
H -4.049 -1.173 -3.771 0.3 -0.1 0.0 0.324
H -4.995 -0.574 -2.466 -0.5 -0.1 0.1 0.263
H -5.728 -1.397 -3.934 -0.4 0.1 0.4 0.406
H -4.507 -3.529 -3.231 -0.4 0.0 -0.5 0.182
H -3.764 -2.124 -0.689 -0.2 -0.3 0.4 0.111
H -2.622 -2.437 -1.917 -0.1 -0.1 -0.5 0.375
H -3.366 -3.832 -1.165 -0.3 0.1 0.2 0.354
H -6.668 -3.008 -2.367 -0.2 0.0 0.0 0.319
C 6.877 -3.923 -1.239 -0.4 0.1 -0.4 -1.302
C 5.943 -2.703 -1.482 0.5 -0.7 2.4 0.389
C 5.623 -1.842 -0.198 0.5 0.5 -0.9 -0.764
O 6.477 -1.886 -2.497 -0.8 0.0 -0.5 -0.544
H 7.938 -3.680 -1.308 0.0 0.2 0.2 0.329
H 6.672 -4.622 -2.049 0.2 -0.1 -0.1 0.340
H 6.687 -4.471 -0.316 -0.1 0.3 0.1 0.331
H 4.994 -3.161 -1.760 0.0 0.5 -0.7 0.289
H 4.700 -1.283 -0.354 -0.1 -0.1 -0.1 -0.025
H 6.379 -1.059 -0.133 0.3 0.0 0.1 0.280
H 5.581 -2.286 0.796 0.0 -0.6 -0.3 0.380
H 7.339 -1.566 -2.223 0.1 0.0 0.2 0.358
C 3.182 1.829 4.681 -0.9 1.2 -0.9 -1.411
C 2.675 1.583 3.214 1.2 -0.5 1.2 0.464
C 3.711 1.699 2.133 -0.2 0.3 -1.1 -1.015
O 1.962 0.339 3.140 0.1 0.8 -0.2 -0.420
H 2.279 1.685 5.274 0.4 -0.3 0.5 0.334
H 3.404 2.893 4.756 -0.1 0.3 0.0 0.395
H 4.086 1.399 5.112 -0.2 -0.9 -0.5 0.365
H 2.032 2.431 2.981 -0.8 -0.5 0.3 0.245
H 4.513 0.967 2.038 0.2 0.1 0.7 0.377
H 4.047 2.736 2.132 0.6 -0.1 0.1 0.396
H 3.188 1.603 1.182 -0.2 0.0 -0.1 0.014
H 2.646 -0.326 3.245 -0.1 -0.3 0.1 0.270
C -0.372 0.579 -0.464 0.3 1.0 0.3 -0.752
C 0.508 -0.275 -1.316 0.0 -1.5 0.4 0.382
C 2.060 -0.229 -1.001 -0.7 0.7 -0.6 -1.332
O -0.019 -1.616 -1.121 0.8 0.0 -0.4 -0.504
H -0.238 0.310 0.583 0.0 0.4 0.2 0.268
H -1.425 0.472 -0.724 0.1 -0.3 -0.1 0.241
H -0.117 1.614 -0.689 0.0 0.3 0.6 0.013
H 0.210 -0.026 -2.335 0.8 -0.1 -0.3 0.316
H 2.353 0.796 -0.771 -0.1 0.1 -0.1 0.328
H 2.702 -0.550 -1.822 -0.4 0.0 -0.3 0.408
H 2.429 -0.811 -0.157 -0.8 -0.2 0.3 0.254
H 0.359 -1.862 -0.274 -0.1 -0.4 0.2 0.277
C -0.401 -4.724 2.118 1.1 0.5 0.9 -1.405
C -1.146 -3.409 2.483 -0.4 -0.8 -1.0 1.049
C -2.651 -3.510 2.256 0.2 -0.2 -0.9 -0.807
O -0.952 -2.980 3.794 1.0 0.0 0.7 -0.539
H 0.663 -4.592 2.310 0.3 0.7 -0.2 0.387
H -0.438 -4.996 1.064 -0.6 -0.2 0.2 0.348
H -0.510 -5.543 2.829 -1.2 -0.3 -0.3 0.389
H -0.681 -2.687 1.812 -0.3 0.5 0.2 -0.365
H -3.248 -2.741 2.747 0.4 0.2 0.1 0.340
H -2.993 -4.482 2.611 -0.2 -0.1 -0.1 0.387
H -2.828 -3.421 1.185 -0.3 -0.3 0.0 -0.073
H -1.285 -3.693 4.344 0.0 0.0 0.4 0.344
```
Forces are in eV/Å.

(2)
The following is a DFT calculation (wB97M-V/def2-TZVPD) of 7 unconnected molecules or ions with the total composition C21H57ClN3O13 in a non-equilibrium geometry.

The calculation puts the energy at -66300.6731 eV. The charge is -1. The value obtained for the frontier orbital gap is 8.8 eV. The LUMO energy comes out at 0.0889 Ha. As for the HOMO energy: -6.41 eV.

The geometry in XYZ format:
```
95
Properties=species:S:1:pos:R:3:forces:R:3:mulliken_charge:R:1
Cl -2.423 -0.624 0.076 -0.2 0.8 0.6 1.560
O -1.042 -0.286 -0.233 -0.1 -0.6 0.1 -0.626
O -3.239 0.013 -0.940 -0.1 -0.4 0.3 -0.711
O -2.661 -2.050 0.101 0.3 -0.2 -0.5 -0.530
O -2.754 -0.134 1.404 0.0 0.2 -0.4 -0.678
C 3.184 4.237 0.678 0.2 1.2 0.9 -0.571
O 3.509 2.939 0.398 1.0 -0.5 -0.8 -0.314
C 2.434 2.115 0.638 -1.3 -0.7 -0.6 -0.269
C 2.541 0.751 -0.113 0.0 -0.1 2.4 -0.745
N 3.352 0.671 -1.291 -0.2 0.2 -0.9 -0.387
C 2.611 1.121 -2.472 0.1 0.1 -0.7 -0.486
C 2.654 2.639 -2.680 -1.8 -1.0 0.9 -0.630
O 3.936 3.091 -2.649 1.6 0.2 -0.2 -0.326
C 4.077 4.369 -3.185 -0.1 0.5 -0.2 -0.831
H 3.859 4.909 0.156 0.1 0.0 -0.1 0.241
H 3.290 4.422 1.759 -0.2 0.2 0.0 0.052
H 2.146 4.462 0.405 0.0 0.2 -0.1 0.353
H 1.521 2.667 0.331 0.1 -0.4 -0.2 0.248
H 2.295 1.974 1.718 0.0 -0.4 0.1 0.224
H 1.515 0.372 -0.235 0.0 0.1 -0.1 0.271
H 3.017 0.081 0.623 -0.1 0.0 -0.2 0.498
H 3.521 -0.319 -1.422 0.2 0.1 -0.1 0.302
H 1.574 0.772 -2.407 -0.1 0.3 -0.1 0.277
H 3.004 0.670 -3.396 0.3 -0.1 0.4 0.415
H 2.053 3.099 -1.871 0.1 0.1 -0.2 0.223
H 2.177 2.922 -3.626 -0.2 -0.3 -0.1 0.657
H 4.638 4.985 -2.482 0.1 0.1 -0.1 0.247
H 3.098 4.841 -3.368 0.2 0.0 0.1 0.378
H 4.603 4.339 -4.149 0.0 0.0 0.1 0.265
C 6.127 6.566 5.239 0.3 0.6 -0.8 -0.713
O 5.591 5.429 5.794 -0.1 -0.8 0.6 -0.330
C 4.306 5.176 5.301 -0.4 -0.9 -1.0 -0.096
C 3.996 3.688 5.519 -0.9 1.1 1.5 -0.815
N 2.859 3.290 4.745 -0.5 -0.1 -0.9 0.061
C 1.543 3.738 5.213 0.6 -0.6 0.6 -0.839
C 0.478 3.296 4.246 0.0 1.3 0.5 -0.418
O 0.422 1.925 4.312 1.0 -0.4 0.5 -0.374
C -0.701 1.420 3.710 -1.1 -1.0 -0.9 -0.870
H 5.511 7.428 5.512 0.2 0.4 -0.1 0.285
H 6.167 6.469 4.142 -0.2 0.2 0.1 0.302
H 7.157 6.688 5.557 0.0 0.1 0.4 0.268
H 4.247 5.328 4.202 0.2 0.1 0.3 0.070
H 3.539 5.828 5.741 0.2 0.0 0.2 0.265
H 3.759 3.588 6.606 0.5 -0.3 -0.2 0.244
H 4.881 3.120 5.278 0.2 -0.3 -0.2 0.382
H 2.818 2.282 4.638 0.0 0.1 0.0 0.211
H 1.500 4.815 5.372 0.2 0.0 -0.2 0.435
H 1.321 3.252 6.191 -0.1 0.3 -0.2 0.315
H 0.711 3.657 3.235 -0.1 0.0 -0.1 0.162
H -0.472 3.754 4.579 0.0 -0.2 -0.2 0.499
H -0.674 0.337 3.789 -0.1 -0.1 0.1 0.277
H -0.750 1.641 2.637 0.0 0.1 0.0 0.341
H -1.609 1.790 4.196 -0.1 0.0 0.0 0.369
C -1.410 -4.538 -7.693 0.0 0.0 -0.4 -0.753
O -1.385 -3.979 -6.420 -0.7 0.1 0.7 -0.286
C -2.581 -3.228 -6.133 0.7 0.5 0.0 -0.809
C -2.746 -3.067 -4.630 -0.5 -0.2 -0.5 -0.328
N -3.373 -4.279 -4.036 1.2 0.7 -0.1 -0.436
C -3.675 -4.023 -2.619 0.4 -0.1 -0.1 -0.461
C -4.570 -5.079 -2.059 -0.9 0.7 0.1 -0.759
O -3.798 -6.164 -1.691 0.4 -1.5 0.4 -0.288
C -4.560 -7.151 -1.030 -0.5 0.1 -0.1 -0.774
H -2.193 -5.304 -7.772 0.0 0.0 -0.1 0.295
H -0.437 -4.989 -7.878 0.0 -0.1 0.0 0.244
H -1.582 -3.771 -8.466 0.0 -0.1 0.0 0.300
H -3.480 -3.695 -6.557 0.2 -0.1 0.0 0.356
H -2.449 -2.231 -6.601 -0.2 -0.3 0.1 0.373
H -3.418 -2.213 -4.482 0.1 -0.1 0.2 0.444
H -1.770 -2.826 -4.186 -0.2 0.1 0.0 0.276
H -2.570 -4.918 -4.018 -0.7 -0.3 -0.1 0.246
H -4.163 -3.060 -2.478 0.1 0.2 -0.2 0.444
H -2.746 -4.043 -2.037 -0.2 0.4 0.2 0.314
H -5.327 -5.344 -2.814 0.1 -0.1 0.1 0.334
H -5.110 -4.689 -1.181 0.1 0.0 0.0 0.400
H -4.944 -6.777 -0.064 0.1 -0.1 -0.2 0.301
H -3.955 -8.036 -0.859 0.2 0.1 0.0 0.261
H -5.436 -7.454 -1.640 0.3 0.1 0.1 0.312
C -0.657 0.624 -3.749 0.0 1.9 -0.8 -0.678
O -0.309 -0.572 -3.184 -0.8 -1.1 1.3 -0.493
H -0.347 1.512 -3.169 0.2 -0.2 0.1 0.234
H -0.131 0.679 -4.699 -0.2 0.2 -0.3 0.305
H -1.732 0.786 -3.881 -0.1 -0.4 -0.3 0.325
H -0.934 -0.657 -2.438 0.7 -0.4 0.1 0.200
C -1.411 -6.255 1.846 -0.4 -1.1 1.1 -0.512
O -1.107 -4.920 1.846 0.2 1.8 -0.5 -0.472
H -1.617 -6.647 0.855 0.1 -0.3 -0.2 0.203
H -0.566 -6.742 2.335 0.1 -0.4 -0.4 0.240
H -2.261 -6.462 2.517 -0.2 -0.1 -0.3 0.224
H -1.704 -4.446 1.250 0.2 0.1 0.2 0.303
C -5.344 -1.396 3.609 0.7 -0.5 0.5 -0.531
O -4.656 -2.529 3.094 -0.3 -0.2 -0.2 -0.508
H -5.527 -0.667 2.830 -0.2 0.3 0.0 0.236
H -6.263 -1.740 4.085 -0.2 0.0 -0.3 0.253
H -4.732 -0.972 4.416 -0.1 0.3 -0.2 0.208
H -4.238 -2.291 2.257 0.1 0.1 0.1 0.318
```
Forces are in eV/Å.